Here is a single C3H3N3O3 molecule at a distorted geometry from the Open Molecules 2025 dataset. Energies are from wB97M-V/def2-TZVPD.

The total energy is -505.88193 hartree. The value obtained for the HOMO energy is -10.913 eV. Its multiplicity is 1. Its SMILES is NNC(=O)C#C[N+](=O)[O-]. The HOMO-LUMO gap is 0.364 Ha.

```
12
Properties=species:S:1:pos:R:3:forces:R:3:nbo_charge:R:1
O 0.9145 3.9188 3.1495 -0.9 -0.3 -2.0 -0.346
O -2.6907 0.6829 0.8165 -0.4 -0.1 0.9 -0.540
O 0.1830 4.9780 1.3899 -0.1 -1.0 -0.1 -0.309
N 0.3508 3.9581 2.0310 0.9 0.8 2.3 0.469
N -1.0270 -0.2775 -0.2537 0.4 -2.3 0.2 -0.446
N 0.3377 -0.4437 -0.5651 0.8 -1.2 0.5 -0.638
C -0.1595 2.7344 1.5774 0.3 0.8 0.0 0.111
C -1.5016 0.6103 0.6431 0.1 1.9 -0.3 0.611
C -0.6321 1.7087 1.2029 -0.7 -1.5 -0.8 -0.011
H 0.8068 -1.2974 -0.1429 -1.2 1.4 0.1 0.351
H 0.3775 -0.6702 -1.5466 0.0 0.5 -0.4 0.359
H -1.6526 -1.1133 -0.2672 0.7 1.0 -0.3 0.389
```
Forces are in eV/Å.